# 1
{"formula": "C14H24N2O9P2", "method": "the ωB97M-V functional and the def2-TZVPD basis", "species": ["O", "C", "C", "N", "C", "C", "C", "C", "C", "C", "N", "H", "H", "H", "H", "H", "H", "C", "O", "P", "O", "O", "C", "O", "C", "H", "H", "H", "H", "H", "H", "H", "H", "H", "C", "O", "P", "O", "O", "C", "O", "C", "H", "H", "H", "H", "H", "H", "H", "H", "H"], "xyz": [[4.856, -2.671, 1.470], [3.549, -2.275, 1.606], [3.318, -0.936, 2.002], [2.131, -0.435, 2.180], [1.108, -1.306, 1.915], [-0.226, -0.868, 2.062], [-1.278, -1.698, 1.775], [-1.050, -3.024, 1.342], [0.244, -3.456, 1.208], [1.345, -2.623, 1.494], [2.610, -3.124, 1.351], [5.011, -3.335, 2.150], [4.174, -0.295, 2.165], [-0.391, 0.142, 2.405], [-2.296, -1.354, 1.868], [-1.876, -3.682, 1.131], [0.445, -4.463, 0.875], [-5.743, -3.389, -3.723], [-4.317, -3.289, -3.830], [-3.477, -2.510, -2.730], [-4.277, -1.794, -1.738], [-2.486, -1.615, -3.589], [-3.003, -0.881, -4.702], [-2.523, -3.628, -2.144], [-1.095, -3.494, -2.136], [-6.199, -2.793, -4.512], [-6.021, -4.432, -3.858], [-6.098, -3.040, -2.755], [-3.900, -0.326, -4.425], [-3.225, -1.561, -5.524], [-2.233, -0.182, -5.017], [-0.786, -2.457, -2.019], [-0.679, -3.903, -3.056], [-0.719, -4.059, -1.290], [1.579, 5.311, 4.078], [2.307, 5.018, 2.880], [1.570, 5.003, 1.471], [0.118, 5.146, 1.538], [2.101, 3.672, 0.792], [2.130, 2.461, 1.566], [2.325, 6.138, 0.662], [2.957, 5.885, -0.599], [1.512, 4.407, 4.682], [2.129, 6.070, 4.632], [0.577, 5.676, 3.860], [1.184, 2.298, 2.077], [2.941, 2.511, 2.292], [2.316, 1.642, 0.885], [2.432, 5.124, -1.170], [3.990, 5.578, -0.437], [2.942, 6.815, -1.162]], "mol_weight_g_mol": 426.3, "smiles": "Oc1cnc2ccccc2n1.COP(=O)(OC)OC.COP(=O)(OC)OC", "homo_lumo_gap_ev": 8.927, "charge": 0, "e_homo_ev": -9.279, "total_energy_ha": -2017.433796}

# 2
{"formula": "C14H24N4O7PRhSTe2", "method": "the ωB97M-V functional and the def2-TZVPD basis", "species": ["Rh", "O", "C", "O", "C", "C", "N", "N", "C", "C", "O", "O", "H", "H", "H", "Te", "C", "H", "H", "H", "S", "C", "N", "C", "C", "C", "N", "H", "H", "H", "H", "H", "H", "H", "H", "C", "C", "O", "P", "O", "Te", "O", "C", "C", "H", "H", "H", "H", "H", "H", "H", "H", "H", "H"], "xyz": [[0.361, 0.779, -0.535], [4.536, 0.726, 3.706], [3.318, 0.645, 4.251], [3.184, 0.593, 5.479], [2.176, 0.604, 3.358], [0.861, 0.465, 3.776], [0.069, 0.485, 2.696], [0.763, 0.634, 1.561], [2.083, 0.692, 1.913], [3.075, 0.794, 0.874], [4.322, 0.844, 1.180], [2.691, 0.764, -0.350], [4.473, 0.791, 2.661], [0.459, 0.367, 4.767], [-0.930, 0.348, 2.651], [-0.087, 3.241, -0.439], [0.287, 0.705, -2.596], [1.264, 0.939, -3.047], [-0.452, 1.360, -3.073], [0.008, -0.324, -2.873], [0.417, -1.941, -0.330], [2.057, -1.899, -0.732], [3.006, -2.114, 0.221], [4.416, -1.914, -0.070], [4.711, -2.354, -1.497], [3.754, -1.623, -2.430], [2.411, -2.003, -2.055], [2.729, -1.761, 1.133], [4.989, -2.510, 0.649], [4.698, -0.860, 0.063], [4.543, -3.431, -1.593], [5.750, -2.133, -1.751], [3.916, -1.918, -3.474], [3.902, -0.538, -2.336], [1.680, -1.640, -2.656], [-3.478, 1.418, 2.407], [-4.375, 0.967, 1.264], [-4.213, 1.800, 0.147], [-3.173, 1.228, -1.027], [-2.098, 0.431, -0.408], [-2.969, 3.098, -2.426], [-4.144, 0.084, -1.716], [-5.355, 0.469, -2.298], [-6.162, -0.775, -2.642], [-3.464, 0.667, 3.196], [-3.823, 2.366, 2.816], [-2.477, 1.568, 2.011], [-5.434, 1.011, 1.555], [-4.130, -0.065, 0.985], [-5.160, 1.071, -3.198], [-5.915, 1.102, -1.597], [-5.627, -1.378, -3.370], [-7.129, -0.493, -3.053], [-6.316, -1.379, -1.751]], "mol_weight_g_mol": 781.5, "relative_energy_kj_mol": 304.5, "homo_lumo_gap_ev": [3.784, 3.783], "charge": -2, "e_homo_ev": [0.610, 0.611], "total_energy_ha": -2679.866245}

# 3
{"formula": "C14H25BHgN6Si", "method": "the ωB97M-V functional and the def2-TZVPD basis", "species": ["C", "N", "N", "C", "C", "B", "N", "N", "C", "C", "C", "Hg", "N", "N", "C", "C", "C", "H", "H", "H", "H", "H", "H", "H", "H", "H", "H", "H", "C", "H", "H", "H", "C", "Si", "C", "C", "C", "H", "H", "H", "H", "H", "H", "H", "H", "H", "H", "H"], "xyz": [[-1.727, -1.472, 1.797], [-1.155, -0.581, 0.957], [-2.107, -0.193, 0.050], [-3.264, -0.869, 0.305], [-3.057, -1.692, 1.401], [-2.059, 1.098, -0.827], [-0.898, 2.044, -0.392], [0.083, 1.769, 0.534], [0.658, 2.941, 0.894], [0.056, 3.980, 0.172], [-0.909, 3.383, -0.630], [1.201, -0.149, 1.092], [-1.978, 0.852, -2.361], [-1.959, -0.417, -2.892], [-1.958, -0.265, -4.230], [-2.003, 1.110, -4.581], [-2.026, 1.785, -3.356], [-1.915, -1.102, -4.911], [-2.102, 2.833, -3.112], [-2.021, 1.540, -5.566], [-3.119, 1.680, -0.647], [-1.606, 3.802, -1.344], [-4.142, -0.682, -0.292], [0.310, 5.022, 0.231], [-3.759, -2.346, 1.883], [1.463, 2.971, 1.624], [-1.204, -1.882, 2.653], [4.077, 1.484, -0.264], [3.463, 1.129, 0.570], [3.314, 1.956, 1.271], [2.487, 0.810, 0.097], [3.997, 0.317, 1.067], [0.704, -3.653, 3.056], [1.926, -3.513, 1.638], [3.379, -4.668, 1.954], [1.049, -4.087, 0.079], [2.559, -1.764, 1.540], [0.926, -4.526, 3.685], [-0.323, -3.752, 2.676], [0.753, -2.754, 3.685], [3.016, -5.627, 2.351], [3.943, -4.863, 1.031], [4.077, -4.242, 2.688], [-0.016, -3.823, 0.105], [1.484, -3.632, -0.820], [1.120, -5.182, -0.023], [3.001, -1.456, 2.503], [3.366, -1.712, 0.789]], "mol_weight_g_mol": 516.9, "relative_energy_kj_mol": 0.0, "homo_lumo_gap_ev": [4.583, 5.283], "charge": 2, "e_homo_ev": [-15.280, -15.320], "total_energy_ha": -1344.056914}